ORCA calculation (ωB97M-V/def2-TZVPD) on a molecular structure, C36H31BBrNO4S4Tc.

The geometry in XYZ format:
```
79
Properties=species:S:1:pos:R:3:lowdin_spin:R:1
Tc 10.412 13.610 11.424 1.6935
S 11.630 11.460 12.341 0.3817
C 12.406 10.868 10.868 0.0262
C 12.672 9.456 10.767 0.0167
C 13.085 8.950 9.602 0.0002
C 13.435 9.688 8.515 0.0222
C 13.208 11.047 8.600 -0.0034
C 12.560 11.591 9.696 0.0195
S 12.118 13.446 9.735 0.0338
C 11.062 13.574 8.262 0.0079
C 9.713 12.957 8.438 0.0222
C 8.961 12.472 7.352 -0.0021
C 7.712 11.961 7.609 0.0206
C 7.168 12.038 8.883 -0.0009
C 7.928 12.564 9.873 0.0194
C 7.243 12.831 11.180 0.0122
S 8.266 13.439 12.538 0.0144
C 8.415 11.965 13.647 0.0194
C 8.193 12.260 15.014 -0.0012
C 8.262 11.214 15.889 0.0207
C 8.475 9.941 15.409 -0.0019
C 8.664 9.681 14.051 0.0220
C 8.810 10.749 13.152 0.0297
S 9.397 10.416 11.534 0.4668
N 9.231 13.019 9.734 0.0064
H 12.431 8.837 11.680 0.0001
H 13.116 7.921 9.472 -0.0006
H 13.681 9.190 7.582 0.0015
H 13.372 11.664 7.740 -0.0006
H 11.565 13.087 7.421 -0.0004
H 11.030 14.648 8.088 0.0004
H 9.492 12.270 6.445 -0.0003
H 7.229 11.472 6.820 0.0013
H 6.240 11.600 9.226 -0.0002
H 6.712 12.008 11.616 0.0027
H 6.570 13.715 11.079 0.0006
H 7.911 13.273 15.301 -0.0002
H 7.983 11.373 16.957 0.0012
H 8.326 9.098 16.012 -0.0007
H 8.944 8.701 13.733 0.0016
C 12.422 21.413 10.782 0.0000
C 10.907 21.585 11.113 0.0000
C 10.589 22.029 12.592 0.0000
C 10.377 22.574 10.115 0.0000
C 10.272 20.163 10.912 0.0000
C 8.876 20.032 11.117 0.0008
C 8.264 18.776 10.969 0.0000
C 9.007 17.665 10.677 -0.0004
O 8.645 16.328 10.650 -0.0017
B 9.875 15.606 10.818 -0.0019
O 10.903 16.578 10.614 0.0020
C 10.372 17.811 10.615 -0.0009
C 11.050 18.996 10.759 0.0005
H 12.931 22.423 10.872 0.0000
H 12.556 21.031 9.773 0.0000
H 12.911 20.783 11.532 0.0000
H 10.811 23.116 12.764 0.0000
H 11.198 21.581 13.344 0.0000
H 9.577 21.933 12.934 0.0000
H 10.796 23.536 10.358 0.0000
H 9.282 22.600 10.117 0.0000
H 10.734 22.385 9.145 0.0000
H 8.193 20.885 11.259 0.0000
H 7.154 18.719 11.131 0.0000
H 12.143 19.087 10.771 0.0000
Br 14.457 20.066 14.359 0.0002
C 13.354 18.511 14.406 0.0009
C 13.929 17.311 14.716 0.0000
C 13.161 16.169 14.561 0.0012
C 11.778 16.284 14.271 -0.0005
C 11.231 17.526 14.151 0.0006
C 11.996 18.674 14.161 -0.0001
C 10.882 15.130 13.997 0.0123
O 9.818 15.008 14.576 0.0106
O 11.322 14.369 13.031 0.1239
H 14.976 17.331 15.075 0.0000
H 13.504 15.195 14.770 0.0002
H 10.199 17.664 13.986 0.0001
H 11.551 19.674 13.983 0.0000
```

total charge: 0
energy above the lowest of the compared OMol25 structures with the same formula, charge and spin: 60.68 kcal/mol
E_LUMO (alpha / beta): -0.37 / -1.06 eV
HOMO-LUMO gap (alpha / beta): 6.3 / 6.5 eV
multiplicity: 4